[1]
This record from OMol25 describes 12 unconnected molecules or ions with the total composition C58H152N12O17. The level of theory is the ωB97M-V functional and the def2-TZVPD basis.

```
239
Properties=species:S:1:pos:R:3:lowdin_charge:R:1
C 9.6383 -5.7292 -10.6139 -0.103
O 9.0585 -6.3862 -9.4738 -0.198
C 7.6785 -6.1129 -9.4918 -0.229
C 6.9152 -6.7303 -8.2466 -0.161
N 5.4919 -6.3542 -8.2774 -0.074
C 5.2085 -4.9399 -8.0034 -0.200
C 3.7149 -4.4651 -7.9262 -0.185
O 3.1777 -4.6865 -6.6270 -0.194
C 3.5718 -3.7091 -5.7140 -0.141
H 9.4157 -4.6623 -10.5956 0.086
H 9.2151 -6.1796 -11.5118 0.081
H 10.7014 -5.9538 -10.7005 0.088
H 7.4336 -6.6184 -10.4259 0.112
H 7.4822 -5.0734 -9.7544 0.100
H 7.4516 -6.5742 -7.3107 0.111
H 6.8384 -7.8015 -8.4327 0.113
H 4.8793 -6.9789 -7.7730 0.108
H 5.6368 -4.3046 -8.7787 0.100
H 5.7368 -4.5794 -7.1207 0.101
H 3.1330 -5.1846 -8.5022 0.119
H 3.5003 -3.4644 -8.3013 0.118
H 4.6335 -3.5874 -5.4993 0.081
H 3.1671 -3.8813 -4.7167 0.084
H 3.0688 -2.7822 -5.9897 0.087
C 9.6221 8.4631 4.4098 -0.109
O 9.2771 7.0953 4.3185 -0.216
C 8.5733 6.5677 3.1680 -0.189
C 8.3236 5.0899 3.4130 -0.198
N 7.2757 4.7669 4.4119 -0.044
C 6.9148 3.3503 4.3793 -0.216
C 6.6228 2.6552 3.0665 -0.244
O 7.8048 2.2990 2.4168 -0.226
C 7.9106 2.4313 0.9557 -0.069
H 10.3032 8.7280 5.2185 0.084
H 8.6569 8.9504 4.5476 0.085
H 10.0941 8.7847 3.4814 0.079
H 9.1779 6.7078 2.2719 0.114
H 7.6552 7.1157 2.9561 0.120
H 9.2216 4.5368 3.6884 0.127
H 8.0131 4.6318 2.4739 0.093
H 7.8236 4.7851 5.2602 0.097
H 6.0262 3.2002 4.9923 0.111
H 7.6651 2.8121 4.9584 0.118
H 6.0622 3.2578 2.3518 0.121
H 6.0568 1.7360 3.2169 0.118
H 7.4933 3.3421 0.5264 0.082
H 7.5546 1.5095 0.4955 0.079
H 8.9694 2.3949 0.6996 0.081
C 2.8070 -2.3171 8.3925 -0.101
O 1.8167 -3.0589 9.1221 -0.207
C 0.6082 -2.2865 9.3300 -0.179
C -0.1943 -3.1359 10.4345 -0.182
N 0.5705 -3.3246 11.6562 -0.088
C 0.7391 -2.0850 12.4359 -0.189
C 1.8267 -2.2142 13.5108 -0.181
O 1.2052 -2.5279 14.7693 -0.203
C 0.7288 -3.8049 15.2088 -0.109
H 3.7565 -2.8518 8.4169 0.086
H 3.0143 -1.3906 8.9282 0.077
H 2.4934 -2.0483 7.3838 0.085
H -0.0454 -2.0893 8.4803 0.108
H 0.9010 -1.2742 9.6085 0.094
H -0.5604 -4.1512 10.2824 0.112
H -1.1029 -2.5658 10.6283 0.107
H 1.5104 -3.6060 11.4162 0.090
H -0.2030 -1.9833 12.9746 0.120
H 0.8995 -1.2833 11.7150 0.098
H 2.5059 -1.3631 13.5601 0.114
H 2.5894 -2.9739 13.3396 0.115
H 0.4319 -3.6177 16.2407 0.081
H 1.3133 -4.7186 15.3163 0.076
H -0.1540 -4.1431 14.6662 0.075
C 0.4521 6.1707 3.3091 -0.078
O -0.1170 6.1453 4.6946 -0.180
C -1.1245 5.1091 4.8559 -0.251
C -1.6916 5.0388 6.2520 -0.176
N -2.1664 6.4385 6.5412 -0.048
C -2.6110 6.6400 7.8973 -0.247
C -1.5667 7.0899 8.8575 -0.221
O -0.8090 8.1765 8.2453 -0.168
C 0.1108 8.7463 9.1412 -0.138
H 0.8803 7.1718 3.2586 0.077
H -0.2380 6.1690 2.4654 0.074
H 1.2669 5.4911 3.0594 0.074
H -0.7232 4.1097 4.6877 0.110
H -1.8270 5.2273 4.0309 0.111
H -0.8779 4.6555 6.8677 0.124
H -2.5665 4.3920 6.1873 0.113
H -2.9412 6.5629 5.9054 0.110
H -3.1519 5.7493 8.2169 0.115
H -3.2701 7.5027 7.9946 0.121
H -0.9354 6.2286 9.0760 0.114
H -2.0421 7.3662 9.7986 0.120
H 0.7839 9.4228 8.6145 0.090
H 0.7450 8.1003 9.7482 0.077
H -0.4532 9.1922 9.9604 0.078
C -7.7771 -3.3379 -5.6912 -0.117
O -6.4301 -3.6653 -5.9032 -0.227
C -5.4871 -2.8834 -5.1629 -0.199
C -4.0207 -3.3815 -5.2538 -0.182
N -3.1262 -3.1244 -6.3770 -0.096
C -3.5537 -3.5244 -7.6506 -0.230
C -2.9584 -2.4950 -8.6046 -0.226
O -3.1101 -2.7817 -9.9729 -0.151
C -2.7716 -1.6571 -10.6798 -0.166
H -8.2595 -3.8621 -6.5162 0.088
H -7.9355 -2.3113 -6.0214 0.087
H -8.1086 -3.6967 -4.7168 0.092
H -5.8000 -2.8949 -4.1189 0.117
H -5.4868 -1.8888 -5.6088 0.121
H -4.0397 -4.4661 -5.1472 0.118
H -3.5982 -2.8302 -4.4137 0.110
H -2.1771 -3.4204 -6.1989 0.119
H -4.6253 -3.7234 -7.6620 0.121
H -3.1290 -4.5031 -7.8741 0.121
H -1.9108 -2.5980 -8.3219 0.121
H -3.3063 -1.4957 -8.3429 0.120
H -3.4214 -0.8239 -10.4122 0.084
H -2.8080 -1.7565 -11.7646 0.088
H -1.7489 -1.3164 -10.5188 0.086
C 6.8880 -4.4452 0.3585 -0.075
C 6.4592 -4.8164 1.8047 -0.399
C 6.9486 -3.9220 2.9202 -0.191
O 8.3932 -3.9225 2.8406 -0.194
C 8.9925 -2.8012 3.5145 -0.104
N 5.0076 -4.8364 1.5670 0.008
H 6.6791 -5.3464 -0.2179 0.074
H 7.9723 -4.3452 0.4088 0.064
H 6.4366 -3.5675 -0.1040 0.078
H 6.8845 -5.7800 2.0854 0.141
H 6.6686 -4.3574 3.8794 0.123
H 6.5433 -2.9113 2.8719 0.120
H 9.1266 -3.0064 4.5766 0.081
H 8.5722 -1.7958 3.4899 0.078
H 9.9533 -2.6820 3.0136 0.084
H 4.6915 -4.0349 1.0400 0.056
H 4.7754 -5.4783 0.8226 0.057
C -5.5943 -5.8466 0.9720 -0.048
C -5.2967 -5.9157 2.5226 -0.382
C -6.1546 -6.9640 3.2163 -0.262
O -6.0468 -8.2802 2.6819 -0.174
C -6.8611 -9.1800 3.4824 -0.087
N -3.9267 -6.4260 2.6643 0.007
H -6.6010 -5.4917 0.7512 0.068
H -5.4242 -6.7404 0.3719 0.074
H -4.8789 -5.1081 0.6099 0.060
H -5.2981 -5.0012 3.1157 0.135
H -7.1695 -6.5870 3.3432 0.119
H -5.7745 -6.9682 4.2378 0.109
H -6.2793 -10.1007 3.5263 0.078
H -7.6975 -9.5854 2.9131 0.081
H -7.0814 -8.8779 4.5062 0.087
H -3.7366 -7.2749 2.1512 0.068
H -3.5223 -6.5219 3.5848 0.068
C 1.3692 9.6653 -7.3465 -0.097
C 0.5418 8.7189 -6.6207 -0.433
C 0.2803 8.8763 -5.1205 -0.173
O -0.7370 7.9246 -4.7501 -0.229
C -0.9003 7.7094 -3.3859 -0.106
N -0.8431 8.7789 -7.2225 0.033
H 2.4298 9.6321 -7.0977 0.082
H 1.0012 10.6826 -7.2135 0.084
H 1.3294 9.3300 -8.3829 0.088
H 0.9153 7.7503 -6.9529 0.137
H 0.1263 9.9228 -4.8574 0.129
H 1.1486 8.6395 -4.5055 0.115
H -1.2979 8.5897 -2.8809 0.098
H 0.0955 7.3407 -3.1398 0.085
H -1.4317 6.7784 -3.1889 0.091
H -1.3336 8.4115 -6.4196 0.034
H -1.2701 9.6838 -7.3602 0.063
C -11.4968 6.7754 1.6128 -0.091
C -10.0321 7.1957 1.7071 -0.413
C -9.0360 6.3647 0.8028 -0.175
O -7.7381 6.8946 1.0724 -0.200
C -6.5940 6.1920 0.4866 -0.084
N -10.0813 8.6143 1.4135 0.019
H -12.0303 7.1606 0.7438 0.076
H -12.0921 6.9858 2.5012 0.077
H -11.6515 5.7066 1.4651 0.065
H -9.6726 7.1317 2.7342 0.131
H -9.3085 6.5113 -0.2423 0.119
H -9.0329 5.2958 1.0163 0.117
H -6.5195 6.3766 -0.5851 0.078
H -6.5813 5.1344 0.7502 0.078
H -5.5803 6.5054 0.7365 0.075
H -10.2474 8.6679 0.4187 0.067
H -10.9621 8.9605 1.7663 0.061
C -0.6506 -9.2473 -1.0547 -0.085
C 0.8139 -9.1986 -0.8695 -0.436
C 1.5600 -8.2842 -1.8527 -0.221
O 2.9273 -8.2862 -1.5879 -0.185
C 3.6529 -9.2264 -2.3082 -0.122
N 1.0719 -8.7583 0.5443 0.041
H -1.0174 -10.0178 -0.3765 0.086
H -0.9916 -9.4824 -2.0629 0.079
H -1.0355 -8.2355 -0.9276 0.082
H 1.1879 -10.2196 -0.9445 0.134
H 1.3353 -7.2329 -1.6726 0.130
H 1.2528 -8.4861 -2.8789 0.123
H 3.2374 -9.2367 -3.3158 0.084
H 3.5348 -10.2562 -1.9711 0.081
H 4.7346 -9.0920 -2.3161 0.089
H 0.6875 -7.8346 0.6829 0.062
H 2.0619 -8.6345 0.7018 0.058
C -6.1698 3.2457 -8.0016 -0.085
C -6.8960 4.5869 -7.8120 -0.450
C -6.2192 5.3814 -6.6528 -0.153
O -6.3898 4.9003 -5.2951 -0.200
C -7.4115 3.9626 -5.0092 -0.119
N -6.8832 5.2386 -9.0892 0.031
H -5.8402 2.7205 -7.1051 0.063
H -5.1905 3.3501 -8.4688 0.082
H -6.8363 2.5185 -8.4652 0.081
H -7.9262 4.3560 -7.5413 0.125
H -6.6840 6.3554 -6.5001 0.117
H -5.1731 5.6283 -6.8340 0.123
H -8.3362 4.5364 -4.9486 0.095
H -7.2812 3.3881 -4.0921 0.082
H -7.3272 3.1065 -5.6786 0.066
H -5.9259 5.5225 -9.2410 0.073
H -7.0695 4.5056 -9.7586 0.070
C 0.6350 -0.5144 1.2672 -0.066
C -0.5373 -1.0255 0.4122 -0.404
C -0.4685 -0.4673 -1.0474 -0.198
O -1.1519 0.7465 -1.1753 -0.215
C -2.5929 0.7413 -1.2380 -0.085
N -0.4307 -2.4977 0.3067 0.025
H 0.3873 -0.4449 2.3264 0.069
H 1.0486 0.4761 1.0775 0.074
H 1.4726 -1.2014 1.1465 0.073
H -1.4841 -0.7909 0.8985 0.125
H -1.0246 -1.1184 -1.7219 0.106
H 0.5211 -0.2325 -1.4396 0.130
H -2.9548 0.8475 -0.2153 0.071
H -3.0139 -0.2242 -1.5182 0.081
H -2.9161 1.6262 -1.7863 0.088
H -0.1390 -2.8664 1.2006 0.062
H -1.4128 -2.7330 0.2928 0.063
```

Summary:
SMILES string: COC[C@H](C)N.COC[C@H](C)N.COC[C@H](C)N.COC[C@H](C)N.COC[C@H](C)N.COC[C@H](C)N.COC[C@H](C)N.COCCNCCOC.COCCNCCOC.COCCNCCOC.COCCNCCOC.COCCNCCOC
Total charge: 0
Energy (eV): -115277.58721
Orbital gap (eV): 8.6

[2]
This record from OMol25 describes a molecular structure, C22H30F6N7O4S2Sr. The level of theory is the ωB97M-V functional and the def2-TZVPD basis.

```
72
Properties=species:S:1:pos:R:3:lowdin_charge:R:1
Sr 0.6986 1.3013 -0.8173 1.626
F 2.4271 4.3102 -3.4553 0.122
C 3.5938 4.5375 -2.8055 -0.634
F 4.5435 4.2002 -3.5923 0.217
F 3.6824 5.8805 -2.5092 0.111
S 3.6186 3.6231 -1.1583 0.650
O 2.8443 2.3858 -1.4515 -0.478
O 4.9633 3.6291 -0.7656 -0.215
N 2.8132 4.4355 -0.0815 -0.266
S 1.3485 4.0610 0.2216 0.575
O 0.4761 4.0001 -0.9784 -0.364
O 1.1909 2.9229 1.0684 -0.398
C 0.8326 5.3931 1.3069 -0.707
F -0.5000 5.3548 1.3880 0.151
F 1.2117 6.5954 0.9064 0.182
F 1.3283 5.1280 2.4932 0.175
C -2.5640 2.1739 0.0714 -0.061
N -3.2636 0.8854 0.1468 -0.154
C -3.9303 0.7766 1.4757 -0.033
C -2.6057 -0.2424 -0.3819 -0.359
N -1.3609 -0.1726 -0.7942 -0.011
C -0.8844 -1.0862 -1.7883 -0.300
C -1.5835 -1.1659 -2.9712 -0.051
C -1.2091 -1.9277 -4.0822 -0.062
C -0.1221 -2.7476 -4.0081 -0.018
C 0.6926 -2.7314 -2.8206 -0.124
C 1.7862 -3.6584 -2.7487 0.007
C 2.6676 -3.5052 -1.6282 -0.065
C 2.4463 -2.5375 -0.6799 -0.033
C 1.2525 -1.7936 -0.6144 -0.250
N 1.0713 -0.7594 0.3623 -0.065
C 1.1816 -1.0240 1.6596 -0.365
N 0.8013 -2.2241 2.2356 -0.145
C 1.3194 -2.8976 3.4045 -0.061
C -0.4308 -2.8448 1.6460 -0.002
N 1.6586 -0.0804 2.5053 -0.132
C 1.1989 -0.1273 3.8681 -0.062
C 2.8357 0.7051 2.2338 -0.037
C 0.3541 -1.8413 -1.7039 -0.078
N -3.5018 -1.2370 -0.6247 -0.157
C -4.8774 -0.9422 -0.8402 -0.055
C -3.1080 -2.6110 -0.8810 -0.035
H -3.3254 2.9090 0.2861 0.096
H -2.1826 2.2558 -0.9759 0.098
H -1.7531 2.3385 0.7483 0.063
H -4.3411 -0.1748 1.5738 0.044
H -4.7642 1.5529 1.6301 0.131
H -3.1617 0.8782 2.2454 0.092
H -2.5540 -0.6491 -2.9101 0.134
H -1.8395 -1.8727 -4.9504 0.112
H 0.0220 -3.2641 -4.9198 0.108
H 1.9272 -4.4655 -3.4794 0.120
H 3.5917 -4.0730 -1.5915 0.108
H 3.1851 -2.5152 0.1586 0.134
H 0.5880 -2.9040 4.2423 0.107
H 2.2138 -2.3739 3.7368 0.083
H 1.6722 -3.8930 3.1255 0.101
H -0.8614 -2.0994 0.9201 0.078
H -1.0924 -3.0193 2.4936 0.091
H -0.0902 -3.7562 1.1047 0.109
H 0.9341 0.8396 4.2899 0.101
H 1.9149 -0.6147 4.5238 0.086
H 0.2839 -0.7216 4.0008 0.097
H 2.7480 1.6262 2.8960 0.121
H 2.9349 0.9913 1.1883 0.062
H 3.7696 0.2297 2.5163 0.096
H -4.9464 0.0983 -1.1763 0.102
H -5.5831 -0.9280 0.0454 0.110
H -5.1150 -1.6313 -1.6237 0.083
H -3.4970 -3.2382 -0.0392 0.115
H -2.0478 -2.6607 -0.9985 0.053
H -3.5279 -3.0062 -1.8722 0.127
```

Summary:
Total charge: +1
Energy (eV): -80727.38097
Orbital gap (eV): 7.8

[3]
This record from OMol25 describes 3 unconnected molecules or ions with the total composition C20H38NO14P3. The level of theory is the ωB97M-V functional and the def2-TZVPD basis.

```
76
Properties=species:S:1:pos:R:3:lowdin_charge:R:1
C 1.5807 1.0939 1.6728 -0.110
O 0.1265 1.2886 1.6398 -0.224
C -0.2632 2.7040 1.7049 -0.133
C -0.7579 3.3538 0.2750 -0.356
C -1.1505 4.9449 0.2068 -0.166
P -0.3332 6.0354 1.5535 0.731
O 1.2647 6.0069 1.5309 -0.393
O -0.7825 7.7045 1.2236 -0.229
O -0.7942 5.6010 3.1935 -0.228
N -1.9990 2.4866 -0.0268 0.052
C -1.6639 1.3626 -1.0305 -0.244
O -2.5789 0.4312 -1.3220 -0.044
C -0.0842 1.5052 -1.5626 -0.006
C 0.1088 3.0978 -1.0909 -0.181
C 1.5665 3.8105 -1.3033 -0.159
O 2.6493 3.0786 -0.6286 -0.164
C 3.8515 3.9113 -0.4456 -0.128
C 4.4049 5.0547 -1.4835 -0.013
C 5.7960 5.9132 -1.2206 -0.054
C 6.6213 5.5887 0.1707 -0.084
C 6.0943 4.4707 1.2570 -0.064
C 4.7067 3.6369 0.9651 0.013
H 1.9410 0.3431 2.5287 0.118
H 1.9467 0.5806 0.6589 0.101
H 2.2193 2.0652 1.7946 0.073
H -1.2191 2.7464 2.4195 0.153
H 0.5473 3.3785 2.2649 0.130
H -0.9198 5.4652 -0.8271 0.119
H -2.3291 5.0624 0.3568 0.130
H -0.8398 7.7568 0.2059 0.089
H 0.0296 5.7760 3.7644 0.106
H -2.4720 3.1515 -0.7105 0.121
H -0.2279 1.3069 -2.7086 0.140
H 0.4334 0.6790 -0.9121 0.105
H -0.5404 3.6310 -1.9394 0.149
H 1.8035 3.9699 -2.4561 0.140
H 1.4642 4.9147 -0.8611 0.128
H 3.7757 5.2611 -2.4492 0.078
H 6.1570 6.7181 -1.9906 0.082
H 7.6111 6.1792 0.3919 0.076
H 6.7112 4.2860 2.2359 0.082
H 4.3269 2.8421 1.7692 0.089
C 0.2436 -3.9679 3.3631 -0.116
O 1.2370 -3.4737 2.4898 -0.217
P 1.1881 -3.9056 0.9387 0.440
O 2.3879 -3.5036 0.1401 -0.246
O -0.2032 -3.2857 0.4138 -0.234
C -0.3262 -1.8782 0.4495 -0.107
O 0.8971 -5.4887 0.9872 -0.215
C 1.1046 -6.2202 -0.2035 -0.120
H 0.1529 -3.2818 4.2090 0.091
H -0.7273 -4.0402 2.8661 0.089
H 0.5419 -4.9511 3.7359 0.091
H 0.6375 -1.3879 0.2828 0.069
H -0.7241 -1.5758 1.4207 0.099
H -1.0230 -1.5634 -0.3311 0.070
H 2.0831 -6.7049 -0.1557 0.091
H 1.0561 -5.5799 -1.0887 0.089
H 0.3326 -6.9896 -0.2839 0.078
C -5.7016 -5.2935 -0.2065 -0.117
O -4.3072 -5.4671 -0.0668 -0.211
P -3.4211 -5.7083 -1.3902 0.446
O -1.9967 -6.0842 -1.1284 -0.231
O -3.6101 -4.3461 -2.2293 -0.223
C -3.1333 -3.1583 -1.6300 -0.105
O -4.2699 -6.7869 -2.2325 -0.220
C -3.6099 -7.4379 -3.2986 -0.112
H -6.0695 -4.7336 0.6571 0.093
H -5.9472 -4.7366 -1.1145 0.089
H -6.1905 -6.2707 -0.2287 0.090
H -2.2547 -3.3494 -1.0066 0.064
H -3.9248 -2.7210 -1.0174 0.095
H -2.8622 -2.4489 -2.4155 0.095
H -3.2708 -8.4198 -2.9586 0.093
H -2.7548 -6.8608 -3.6615 0.088
H -4.3167 -7.5734 -4.1211 0.091
```

Summary:
SMILES string: COC[C@]1(CP(=O)(O)O)NC(=O)C[C@@H]1COc1ccccc1.COP(=O)(OC)OC.COP(=O)(OC)OC
Total charge: 0
Energy (eV): -79370.42495
Orbital gap (eV): 8.0

Number 1: HOMO energy -8.60 eV. Number 2: HOMO energy -10.40 eV. Number 3: HOMO energy -8.27 eV.